[1]
Molecular formula: C63H78AsCrFN3O8PSi
Method: DFT, ωB97M-V with the def2-TZVPD basis set

The geometry in ORCA input format:
```
! RIJCOSX wB97M-V def2-TZVPD def2/J DEFGRID3
* xyz -1 4
Cr 0.2800 -0.9547 -0.1619
O -1.3010 -1.8790 -1.3027
C -2.1121 -1.2810 -1.9952
C -2.2457 0.1450 -2.1234
C -3.1296 0.6482 -3.0717
C -3.2404 2.0063 -3.2990
C -2.4701 2.9095 -2.5335
C -1.6297 2.4435 -1.5717
C -1.4762 1.0504 -1.3063
O -0.6908 0.6772 -0.3876
N -4.0993 2.4929 -4.3234
O -4.7999 1.6968 -4.9341
O -4.0982 3.6924 -4.5667
H -2.8177 -1.8724 -2.6048
H -3.7296 -0.0328 -3.6624
H -2.5708 3.9661 -2.7360
H -1.0273 3.1157 -0.9734
C -0.0101 -4.2397 -4.9622
C 0.0611 -4.9243 -3.5941
C 1.1047 -6.0427 -3.6499
C -1.3107 -5.5066 -3.2456
O 0.3647 -3.9415 -2.6215
Si 1.5782 -3.7690 -1.5203
O 1.2967 -2.5490 -0.5633
O 1.8161 -5.1734 -0.6809
C 1.1397 -5.6635 0.4738
C 1.9948 -5.3401 1.7005
C 1.0146 -7.1780 0.3039
C -0.2469 -5.0477 0.6558
O 2.8899 -3.5980 -2.5048
C 4.2510 -3.3381 -2.2116
C 4.9344 -4.6531 -1.8280
C 4.3905 -2.3273 -1.0724
C 4.8689 -2.7625 -3.4866
H -0.3464 -4.9483 -5.7210
H 0.9779 -3.8684 -5.2378
H -0.7058 -3.3998 -4.9260
H 0.8630 -6.7503 -4.4447
H 1.1430 -6.5632 -2.6941
H 2.0869 -5.6063 -3.8310
H -1.6328 -6.2243 -4.0025
H -2.0429 -4.7008 -3.1758
H -1.2605 -6.0074 -2.2783
H 2.9837 -5.7913 1.5990
H 1.5177 -5.7139 2.6075
H 2.1030 -4.2568 1.7713
H 1.9997 -7.6179 0.1396
H 0.3841 -7.4096 -0.5564
H 0.5655 -7.6197 1.1948
H -0.1649 -3.9678 0.7500
H -0.7229 -5.4425 1.5544
H -0.8763 -5.2573 -0.2109
H 4.4046 -5.0878 -0.9803
H 5.9802 -4.4861 -1.5636
H 4.8779 -5.3597 -2.6584
H 4.1094 -2.7915 -0.1267
H 3.7066 -1.4939 -1.2371
H 5.4161 -1.9607 -1.0072
H 4.7549 -3.4691 -4.3104
H 5.9290 -2.5525 -3.3369
H 4.3589 -1.8333 -3.7507
C 3.9579 1.1492 2.3237
C 3.8580 -0.2344 2.2498
C 2.7856 -0.8260 1.5916
C 1.7785 -0.0845 0.9626
C 1.9288 1.3083 1.0413
C 2.9796 1.9232 1.7150
H 4.7829 1.6186 2.8478
H 4.6240 -0.8535 2.7057
H 2.7357 -1.9101 1.5488
H 1.1904 1.9416 0.5606
H 3.0399 3.0070 1.7621
C -0.3898 3.9004 2.7293
C -1.1583 4.6758 3.7878
As -0.4716 6.4828 4.2346
C -0.7374 7.4774 2.5689
C -0.0958 8.7086 2.4288
C -0.3028 9.4957 1.3075
C -1.1679 9.0694 0.3083
C -1.8371 7.8639 0.4509
C -1.6292 7.0820 1.5790
C 1.4208 6.0076 4.0476
C 2.2444 6.3952 2.9976
C 3.5619 5.9605 2.9356
C 4.0697 5.1268 3.9199
C 3.2575 4.7373 4.9756
C 1.9478 5.1838 5.0418
P -1.0166 2.1601 2.3498
C -2.7988 2.5283 2.0874
C -3.8083 1.6678 2.5157
C -5.1336 1.8928 2.1717
C -5.4758 2.9710 1.3698
C -4.4805 3.8205 0.9105
C -3.1594 3.5959 1.2630
C -0.8967 1.5589 4.0881
C 0.3720 1.0915 4.4361
C 0.6624 0.7285 5.7416
C -0.3251 0.7889 6.7149
C -1.6004 1.2130 6.3719
C -1.8801 1.6138 5.0723
H 0.6426 3.7432 3.0501
H -0.3488 4.4576 1.7876
H -1.1337 4.1372 4.7357
H -2.2124 4.7651 3.5148
H 0.5771 9.0470 3.2102
H 0.2061 10.4470 1.2130
H -1.3267 9.6806 -0.5709
H -2.5253 7.5316 -0.3165
H -2.1761 6.1542 1.6907
H 1.8568 7.0330 2.2137
H 4.1902 6.2684 2.1089
H 5.0926 4.7770 3.8621
H 3.6450 4.0816 5.7451
H 1.3164 4.8771 5.8701
H -3.5533 0.8079 3.1145
H -5.9008 1.2108 2.5189
H -6.5076 3.1402 1.0886
H -4.7297 4.6553 0.2661
H -2.3937 4.2576 0.8773
H 1.1395 1.0133 3.6728
H 1.6618 0.3978 5.9970
H -0.0990 0.5082 7.7364
H -2.3795 1.2468 7.1238
H -2.8728 1.9753 4.8392
F -3.1278 -2.4720 4.8375
C -2.3622 -2.1541 3.7555
C -0.9930 -2.2900 3.8363
C -0.2249 -1.9483 2.7306
C -0.7747 -1.4342 1.5507
C -2.1685 -1.3132 1.5386
C -2.9730 -1.6979 2.6080
H -0.5479 -2.6744 4.7461
H 0.8492 -2.0784 2.7996
H -2.6722 -0.9103 0.6656
H -4.0540 -1.6399 2.5520
C 2.5033 3.0446 -2.5279
C 3.3636 1.8775 -3.0211
N 2.6319 0.8679 -3.7739
C 2.7468 0.9099 -5.2207
C 1.9269 2.0297 -5.8643
C 1.7406 0.0527 -3.1257
C 0.9471 -0.9248 -3.9391
N 1.5704 0.0663 -1.8554
H 3.1103 3.7171 -1.9205
H 1.6695 2.6903 -1.9231
H 2.0949 3.6103 -3.3648
H 3.8540 1.3981 -2.1676
H 4.1506 2.2592 -3.6733
H 2.4299 -0.0453 -5.6323
H 3.8024 1.0404 -5.4757
H 0.8831 1.9556 -5.5570
H 1.9801 1.9615 -6.9521
H 2.3038 3.0088 -5.5688
H 1.6105 -1.5902 -4.4915
H 0.2754 -0.4177 -4.6356
H 0.3765 -1.5456 -3.2566
H 2.1461 0.7283 -1.3483
*
```

Calculated values
ΔE to the lowest compared entry with this formula, charge and spin (kJ/mol): 0.0
<S²>: 3.80
Frontier orbital gap (spin up / spin down) (Eh): 0.2592 / 0.2668
HOMO (spin up / spin down) (eV): -5.2237 / -5.4432


[2]
Molecular formula: C4H7NO2
Method: DFT, ωB97M-V with the def2-TZVPD basis set

The geometry in ORCA input format:
```
! RIJCOSX wB97M-V def2-TZVPD def2/J DEFGRID3
* xyz 0 1
O -2.1939 0.4029 -0.9659
C -0.9835 0.2769 -0.7087
C 0.1151 -0.0366 -1.4708
N 1.2948 -0.1104 -0.5573
C 0.7284 -0.4042 0.8178
C -0.5452 0.4197 0.7815
O -1.5537 -0.0719 1.6041
H 0.2688 -0.3611 -2.4842
H 2.0272 -0.7745 -0.8238
H 1.5985 0.8468 -0.7017
H 1.4397 -0.1858 1.6215
H 0.4566 -1.4660 0.8334
H -0.3084 1.4708 1.0275
H -2.3445 -0.0067 1.0265
*
```

Calculated values
ΔE to the lowest compared entry with this formula, charge and spin (kJ/mol): 273.2
Frontier orbital gap (Eh): 0.2891
HOMO (eV): -7.7407


[3]
Molecular formula: C5H11O2
Method: DFT, ωB97M-V with the def2-TZVPD basis set

The geometry in ORCA input format:
```
! RIJCOSX wB97M-V def2-TZVPD def2/J DEFGRID3
* xyz -1 1
C -2.3371 -1.7537 -0.8210
C -2.2023 -0.3100 -0.3044
H -2.4174 -1.9031 -1.9805
H -1.4875 -2.3894 -0.5654
H -3.2264 -2.1355 -0.3677
H -1.1784 0.0097 -0.3514
H -2.5536 -0.2558 0.7589
H -2.7859 0.3979 -0.9578
C 0.8796 0.7860 1.1610
C 0.3055 2.1386 0.7762
C 1.3520 -0.0334 -0.0579
O 2.4516 -0.5962 0.0561
O 0.4465 -0.3149 -0.8750
H 1.6710 1.0022 1.9265
H 0.2816 0.0734 1.6243
H -0.7779 2.1534 0.5439
H 0.7794 2.4639 -0.1599
H 0.5251 2.9064 1.5570
*
```

Calculated values
ΔE to the lowest compared entry with this formula, charge and spin (kJ/mol): 93.2
Frontier orbital gap (Eh): 0.2982
HOMO (eV): -3.9287


[4]
Molecular formula: C15H27NO
Method: DFT, ωB97M-V with the def2-TZVPD basis set

The geometry in ORCA input format:
```
! RIJCOSX wB97M-V def2-TZVPD def2/J DEFGRID3
* xyz 0 1
C 4.8781 2.9425 -0.8771
C 4.8895 1.9611 -0.1926
C 4.8736 0.7549 0.6099
C 3.5859 -0.0454 0.3811
C 2.3610 0.7129 0.8866
C 1.0439 -0.0208 0.6375
C 0.7016 -0.2569 -0.8361
C 0.7144 0.9955 -1.7138
C -0.2814 2.0816 -1.3071
C -1.7442 1.6588 -1.4735
C -2.2394 0.8604 -0.2793
O -2.0128 1.1852 0.8677
N -2.9983 -0.2163 -0.5937
C -3.5220 -1.1206 0.4043
C -2.8065 -2.4722 0.3831
C -3.3626 -3.4200 1.4419
C -2.6518 -4.7676 1.4208
H 4.8776 3.8111 -1.4651
H 4.9587 1.0288 1.6658
H 5.7432 0.1462 0.3434
H 3.6636 -1.0041 0.9002
H 3.4864 -0.2463 -0.6869
H 2.4643 0.8701 1.9637
H 2.3338 1.6979 0.4184
H 0.2364 0.5452 1.1036
H 1.0840 -0.9949 1.1338
H 1.4062 -0.9760 -1.2620
H -0.2885 -0.7165 -0.8815
H 0.5018 0.6935 -2.7443
H 1.7172 1.4267 -1.7078
H -0.1250 2.3674 -0.2668
H -0.0959 2.9610 -1.9281
H -2.3678 2.5554 -1.5210
H -1.8785 1.1005 -2.4017
H -3.1187 -0.4773 -1.5593
H -3.3733 -0.6324 1.3699
H -4.5955 -1.2610 0.2375
H -1.7414 -2.3105 0.5619
H -2.9170 -2.9263 -0.6059
H -4.4309 -3.5693 1.2680
H -3.2475 -2.9629 2.4265
H -1.5880 -4.6396 1.6078
H -2.7734 -5.2496 0.4529
H -3.0579 -5.4259 2.1849
*
```

Calculated values
ΔE to the lowest compared entry with this formula, charge and spin (kJ/mol): 2.5
Frontier orbital gap (Eh): 0.3816
HOMO (eV): -9.5192


[5]
Molecular formula: C33H56N5PPb
Method: DFT, ωB97M-V with the def2-TZVPD basis set

The geometry in ORCA input format:
```
! RIJCOSX wB97M-V def2-TZVPD def2/J DEFGRID3
* xyz 2 1
Pb 0.8049 0.3640 -1.1020
C 0.5612 5.4422 -4.1243
N -0.0812 4.2888 -3.5310
C -1.4961 4.4886 -3.1222
C 0.5683 3.1794 -3.0856
N 0.0209 2.3160 -2.2400
N 1.8491 3.0355 -3.5824
C 2.7151 1.9767 -3.4474
N 3.8876 2.1691 -4.0778
N 2.4452 0.8708 -2.7842
H 1.3412 5.8624 -3.4876
H -0.2451 6.1687 -4.3427
H 1.0068 5.2095 -5.0931
H -1.9482 5.2997 -3.6998
H -1.6069 4.7803 -2.0765
H -2.0778 3.5533 -3.3271
H -0.9570 2.5426 -2.0175
H 2.2553 3.8275 -4.0392
H 4.2016 3.1169 -4.2265
H 4.6533 1.5180 -3.9264
H 3.2329 0.2341 -2.9012
C 3.3063 3.0308 4.1015
C 2.8789 2.7488 2.5924
C 2.3916 4.0620 1.9611
C 1.9079 1.5993 2.4535
C 2.3152 0.2440 2.5921
C 1.4282 -0.7951 2.3451
C 1.8930 -2.2047 2.6049
C 3.3148 -2.4936 2.0716
C 1.8766 -2.5681 4.1285
C 0.0685 -0.5119 1.9910
C -0.3921 0.8010 2.0853
C 0.5476 1.8418 2.3014
C -1.8794 1.1143 1.9346
C -2.0953 2.5755 1.6016
C -2.6909 0.8256 3.2149
C -0.8809 -1.6757 1.8925
C -1.2804 -2.1716 3.1400
C -2.3239 -3.0862 3.2633
C -2.9796 -3.5373 2.1450
C -2.5411 -3.1617 0.8892
C -1.4495 -2.2809 0.7233
P -0.9608 -1.9409 -1.0421
C -0.1487 -3.6034 -1.6449
C 1.2605 -3.6268 -0.9760
C -0.9998 -4.8035 -1.1603
C 0.0772 -3.7428 -3.1813
C -2.5776 -1.5199 -1.9646
C -3.4827 -0.6042 -1.0784
C -2.1934 -0.6989 -3.2378
C -3.4595 -2.7085 -2.4383
H 4.2081 3.6273 4.0386
H 3.5672 2.1062 4.6058
H 2.5602 3.5990 4.6073
H 3.7603 2.4025 2.0430
H 1.6829 4.5878 2.6238
H 1.8713 3.9060 1.0202
H 3.2195 4.7393 1.8035
H 3.3449 0.0567 2.8285
H 1.2516 -2.8996 2.1096
H 4.0800 -1.9562 2.5976
H 3.3353 -2.2558 0.9792
H 3.5657 -3.5500 2.2182
H 2.5852 -1.9457 4.6570
H 2.1716 -3.6376 4.2895
H 0.8945 -2.4346 4.5801
H 0.1699 2.8342 2.2964
H -2.2810 0.4729 1.1555
H -1.7709 3.1670 2.4398
H -3.1466 2.8174 1.4524
H -1.4827 2.8612 0.7260
H -2.2634 1.3188 4.0736
H -2.6834 -0.2565 3.4582
H -3.7287 1.1620 3.0670
H -0.8521 -1.7364 4.0563
H -2.6762 -3.3887 4.2413
H -3.9046 -4.1152 2.2788
H -3.0241 -3.5709 0.0429
H 1.2840 -3.5565 0.1040
H 1.9471 -2.8368 -1.3588
H 1.7645 -4.5556 -1.2545
H -0.9469 -4.9376 -0.0821
H -0.5733 -5.7275 -1.5893
H -2.0259 -4.7099 -1.5329
H 0.7068 -2.9188 -3.4872
H -0.8282 -3.7686 -3.7501
H 0.6090 -4.6972 -3.3523
H -2.8943 0.2646 -0.8083
H -3.7797 -1.0495 -0.1519
H -4.3797 -0.3077 -1.6308
H -1.7351 0.2676 -3.0278
H -3.0911 -0.5606 -3.8287
H -1.4991 -1.2621 -3.8616
H -3.8295 -3.3177 -1.6275
H -2.9433 -3.3553 -3.1299
H -4.3016 -2.2334 -2.9947
*
```

Calculated values
ΔE to the lowest compared entry with this formula, charge and spin (kJ/mol): 0.0
Frontier orbital gap (Eh): 0.2844
HOMO (eV): -13.4370


[6]
Molecular formula: C6H9N
Method: DFT, ωB97M-V with the def2-TZVPD basis set

The geometry in ORCA input format:
```
! RIJCOSX wB97M-V def2-TZVPD def2/J DEFGRID3
* xyz 0 1
C 0.7009 0.0326 0.5199
C 2.1034 -0.4720 0.8309
N -1.1885 -0.1752 -0.9901
C -1.8706 0.7320 -0.4397
C -2.5531 1.6515 0.1502
C 0.0829 -0.6674 -0.6765
C 0.4350 -1.6582 -1.5312
H -1.5525 -0.6847 -1.8040
H 0.7328 1.1127 0.3213
H 0.0502 -0.1167 1.3932
H -3.2313 1.4303 0.9615
H -2.4958 2.6874 -0.1482
H 2.7643 -0.3024 -0.0155
H 2.0826 -1.5388 1.0423
H 2.5115 0.0443 1.6972
H 1.4282 -2.0753 -1.3113
*
```

Calculated values
ΔE to the lowest compared entry with this formula, charge and spin (kJ/mol): 514.1
Frontier orbital gap (Eh): 0.2767
HOMO (eV): -7.2532